No. 1
{
  "formula": "C3H4O2",
  "method": "the ωB97M-V functional and the def2-TZVPD basis",
  "relative_energy_ev": 2.408,
  "e_homo_ev": -9.012,
  "lumo_ev": 0.70,
  "smiles": "C=C=O.C=O",
  "fmax_ha_per_bohr": 0.0506,
  "total_charge": 0,
  "symbols": ["O", "O", "C", "C", "C", "H", "H", "H", "H"],
  "positions_angstrom": [[1.25572, 0.29672, 0.37529], [-1.56951, 1.42757, -0.25314], [2.27934, 0.45358, -0.22149], [-1.62234, 0.31828, 0.06025], [-1.88726, -0.89665, 0.36898], [-2.83871, -1.36784, 0.38683], [2.02194, 0.96856, -1.13695], [3.34787, 0.26174, -0.01969], [-0.98706, -1.46195, 0.43992]],
  "atomic_forces_ev_per_a": [[0.2405, -1.3588, 2.2034], [0.6354, 0.5621, 0.0037], [-1.1117, 1.4098, -1.6722], [-1.5180, 1.5972, -0.6115], [1.0638, -1.4429, 0.2771], [-0.5572, 0.0964, 0.0213], [1.2319, 0.3513, -1.3106], [-0.3633, -0.4727, 0.7845], [0.3787, -0.7424, 0.3042]],
  "mulliken_charge": [-0.38, -0.36, -0.11, 0.81, -1.00, 0.30, 0.22, 0.26, 0.27]
}

No. 2
{
  "formula": "C56H52N6O2PSr",
  "method": "the ωB97M-V functional and the def2-TZVPD basis",
  "relative_energy_ev": 1.032,
  "e_homo_ev": [-8.657, -8.644],
  "lumo_ev": [-3.59, -3.64],
  "fmax_ha_per_bohr": 0.0297,
  "total_charge": 1,
  "symbols": ["Sr", "P", "O", "O", "N", "N", "N", "N", "N", "N", "C", "C", "C", "C", "C", "C", "C", "C", "C", "C", "C", "C", "C", "C", "C", "C", "C", "C", "C", "C", "C", "C", "C", "C", "C", "C", "C", "C", "C", "C", "C", "C", "C", "C", "C", "C", "C", "C", "C", "C", "C", "C", "C", "C", "C", "C", "C", "C", "C", "C", "C", "C", "C", "C", "C", "C", "H", "H", "H", "H", "H", "H", "H", "H", "H", "H", "H", "H", "H", "H", "H", "H", "H", "H", "H", "H", "H", "H", "H", "H", "H", "H", "H", "H", "H", "H", "H", "H", "H", "H", "H", "H", "H", "H", "H", "H", "H", "H", "H", "H", "H", "H", "H", "H", "H", "H", "H", "H"],
  "positions_angstrom": [[0.10761, -0.30531, -0.18358], [0.04950, 2.59711, -2.67614], [0.60833, 1.49628, -1.81639], [0.64572, 2.95480, -3.99446], [-1.27655, -2.24139, 0.20740], [0.67262, -1.11916, 2.04231], [0.74399, 3.74726, -0.29179], [-2.19558, 0.40937, -0.48092], [-1.59988, 1.65093, -4.51577], [-0.21482, 1.57172, 1.33268], [2.05156, -1.21556, 3.86366], [-2.88885, 1.54769, -0.13710], [-1.15886, -3.30713, 1.03848], [-3.58786, -1.53380, -5.43868], [-5.39394, 4.50791, 1.94196], [-2.24306, -3.20696, -3.70264], [-3.45912, -1.18983, -4.10054], [-0.46432, -4.57802, 3.03784], [-3.32791, 3.68796, 0.99716], [1.87337, 0.96505, 2.52347], [-5.06942, 5.80166, 1.55825], [-4.15993, 1.52465, -0.82003], [3.59022, 2.81879, 2.73486], [-1.80431, -6.09094, 4.36468], [3.49197, -0.41709, -1.49420], [2.60286, -1.10467, -2.31852], [-1.70117, 2.23427, -3.13542], [-2.37847, -3.55139, -5.03688], [4.03382, 1.21719, -3.37760], [-0.69232, -6.88825, 4.59624], [-1.16920, 2.55165, 1.41129], [3.90862, 2.02230, -1.00585], [2.01189, -2.29263, -1.89024], [-2.04664, -2.58962, -0.84462], [1.82438, -4.21990, -0.28428], [3.17859, -2.14441, 0.18319], [5.60751, 0.96613, 3.09489], [-3.87214, 6.04154, 0.90085], [-2.56709, -1.64579, -1.77817], [0.64610, -5.38282, 3.28209], [0.50668, 3.14402, 2.79870], [-2.41997, -3.99490, -0.71013], [2.32350, -2.85301, -0.65632], [-2.80508, -2.03019, -3.17975], [-4.53086, 3.45872, 1.66154], [-3.00739, 4.99150, 0.62952], [-1.90137, -4.42257, 0.46634], [3.24081, 1.45893, 2.77297], [-2.41173, 2.54155, 0.72164], [-0.08659, 4.02811, -1.50584], [-0.37625, -3.33860, 2.20935], [5.91831, 2.31810, 3.10027], [0.53314, -6.53050, 4.05324], [0.48172, -2.30965, 2.66323], [4.23961, 0.83650, -1.91691], [1.32989, -2.36052, 3.84422], [-2.93757, -0.31021, -1.32078], [-3.05430, -2.72092, -5.92009], [-1.69047, -4.94559, 3.59091], [-4.19143, 0.38166, -1.56038], [4.30036, 0.54664, 2.91800], [1.59169, -0.41448, 2.73555], [3.74122, -0.94697, -0.22588], [4.89896, 3.23899, 2.90516], [-0.73073, 3.54154, 2.34839], [0.79617, 1.88609, 2.16496], [6.93939, 2.64772, 3.23206], [-2.06842, 5.19655, 0.12929], [-3.90586, -0.26355, -3.76522], [-4.12921, -0.87567, -6.10760], [-2.76219, -6.35765, 4.79060], [-1.11838, 4.10365, -1.16571], [4.65814, 2.07510, -3.62832], [4.08312, 1.79949, 0.04845], [5.30195, 0.60805, -1.77684], [-3.15857, -2.99026, -6.96164], [2.83524, 3.57088, 2.56626], [2.85664, 2.28180, -1.13932], [-3.06785, -4.54703, -1.37115], [-5.74236, 6.61934, 1.77616], [1.76089, -4.32936, 0.79415], [0.85948, 2.71701, -0.23040], [0.21866, 4.96531, -1.96278], [2.73763, -0.89317, 4.62968], [4.30796, 0.40158, -4.04673], [-2.02173, -5.39778, 0.90655], [1.60617, -5.11391, 2.86308], [4.41866, -0.42948, 0.44340], [-2.37261, 1.93252, -5.11882], [1.34430, -3.14613, 4.58106], [1.30225, -2.81920, -2.52047], [2.99766, 1.50190, -3.57381], [2.36165, -0.71465, -3.29789], [-1.59514, 0.61935, -4.48722], [-0.77954, -7.78213, 5.19866], [2.51374, -4.98051, -0.65747], [-4.94673, 2.25495, -0.72609], [-2.55695, -4.32009, 3.41689], [-1.66046, -3.84988, -3.05712], [1.40466, -7.14747, 4.22727], [-1.29653, 4.38983, 2.69589], [1.07184, 3.61213, 3.58675], [6.39043, 0.22818, 3.20894], [-3.60855, 7.04795, 0.60322], [-4.78058, 2.45119, 1.96993], [-6.31974, 4.31354, 2.46605], [-5.02985, 0.01163, -2.12783], [0.84149, -4.42321, -0.70896], [-1.93365, -4.47134, -5.39232], [4.51415, 2.88908, -1.27548], [5.12380, 4.29734, 2.88177], [-2.28667, 3.15028, -3.19936], [-0.70588, 2.00799, -4.89426], [-2.19893, 1.52691, -2.47380], [4.10184, -0.51345, 2.85820], [1.67208, 4.17250, -0.34224], [0.27775, 4.03300, 0.59478], [3.40927, -2.54468, 1.16442]],
  "atomic_forces_ev_per_a": [[1.2138, -0.4809, -0.7950], [0.0090, 0.0305, 0.1460], [-0.0641, 0.2335, -0.2190], [0.0574, -0.0023, 0.0405], [-0.3213, -0.0015, 0.3045], [-0.3558, 0.0346, 0.2770], [0.2221, 0.2316, -0.3110], [-0.1162, 0.0567, 0.1907], [-0.4246, -0.4151, -0.0125], [-0.0744, 0.1265, 0.1064], [0.0356, -0.0025, -0.0157], [-0.0112, -0.0615, -0.0243], [0.0631, -0.0041, -0.0862], [0.0091, -0.0231, 0.0072], [0.0359, -0.0021, -0.0182], [0.0490, -0.0138, 0.0332], [-0.0457, 0.0423, -0.0224], [-0.0346, 0.0472, -0.0180], [-0.0075, -0.0329, 0.0334], [0.0785, -0.0452, 0.0494], [0.0101, -0.0350, -0.0019], [0.0217, -0.0217, 0.0480], [-0.0202, 0.0480, 0.0531], [0.0251, 0.0163, -0.0152], [0.0286, 0.0239, 0.0287], [-0.1110, 0.0725, 0.1480], [-0.0708, -0.0534, 0.1123], [-0.0125, 0.0249, -0.0114], [-0.0130, 0.0249, 0.0290], [0.0003, 0.0257, -0.0166], [-0.1780, -0.1606, 0.2115], [0.0027, -0.0129, 0.0270], [-0.0491, 0.0166, -0.0188], [-0.0898, 0.1286, 0.0316], [-0.0017, 0.0245, -0.0255], [-0.0342, 0.0280, -0.0023], [-0.0050, 0.0255, -0.0044], [-0.0068, 0.0220, 0.0108], [-0.1171, -0.0943, 0.0904], [-0.0364, -0.0276, 0.0122], [0.0390, -0.1364, 0.0415], [0.1218, -0.0059, -0.0589], [-0.0337, -0.0991, 0.0063], [-0.0410, 0.0082, 0.0104], [-0.0510, 0.0169, 0.0117], [-0.0061, 0.0250, 0.0004], [-0.0283, 0.0669, -0.0140], [-0.0448, -0.0012, 0.0572], [-0.0149, 0.0698, -0.0191], [0.1029, -0.0848, 0.0715], [0.0323, -0.0710, 0.0440], [-0.0424, -0.0132, -0.0067], [-0.0109, 0.0062, 0.0015], [0.0527, -0.0108, -0.1032], [0.0076, -0.0125, -0.0268], [-0.0055, -0.0047, -0.0144], [-0.0663, -0.0501, 0.1313], [-0.0012, -0.0141, 0.0527], [0.0102, -0.0342, 0.0072], [-0.0219, -0.0288, -0.0012], [0.0236, -0.0083, 0.0079], [-0.1655, 0.1062, 0.0695], [-0.0070, -0.0386, -0.0323], [-0.0226, -0.0195, 0.0029], [-0.0885, -0.0613, 0.0488], [-0.0543, 0.0514, 0.1383], [0.0196, 0.0058, -0.0025], [-0.0421, 0.0617, 0.0468], [0.0564, -0.0534, -0.0564], [-0.0018, 0.0135, -0.0092], [-0.0132, -0.0045, 0.0084], [0.0159, -0.0196, -0.0958], [0.0182, 0.0032, -0.0047], [-0.0013, 0.0110, -0.0176], [0.0022, 0.0148, -0.0051], [0.0061, -0.0027, -0.0188], [0.0233, -0.0142, -0.0170], [-0.0161, -0.0264, -0.0056], [-0.0059, -0.0029, -0.0245], [-0.0135, 0.0118, 0.0032], [-0.0176, -0.0338, 0.0597], [0.0077, 0.1729, 0.0648], [0.0113, 0.0168, -0.0212], [-0.0002, 0.0100, 0.0078], [-0.0123, -0.0156, -0.0289], [0.0014, -0.0305, 0.0346], [0.0535, 0.0207, -0.0195], [0.0140, 0.0209, -0.0337], [0.0525, -0.0624, 0.0573], [-0.0121, -0.0142, 0.0090], [0.0839, 0.0320, -0.1589], [-0.0186, -0.0171, -0.0083], [0.0058, -0.0012, -0.0291], [-0.0160, 0.2851, -0.0276], [-0.0019, -0.0134, 0.0085], [-0.0023, -0.0022, -0.0114], [-0.0164, 0.0118, -0.0004], [-0.0123, 0.0137, -0.0013], [-0.0112, 0.0163, -0.0179], [0.0098, -0.0074, 0.0028], [-0.0384, 0.0393, 0.0117], [0.0194, 0.0099, 0.0085], [0.0132, -0.0117, 0.0018], [0.0021, 0.0034, -0.0038], [0.0030, -0.0002, -0.0018], [-0.0153, -0.0012, 0.0097], [-0.0070, -0.0046, 0.0264], [-0.0313, 0.0066, -0.0002], [0.0049, -0.0119, -0.0070], [0.0335, 0.0111, 0.0065], [-0.0003, 0.0096, -0.0054], [0.0298, 0.0071, 0.0004], [0.3390, 0.1352, -0.1606], [0.0699, 0.1175, -0.1716], [0.0247, 0.0162, -0.0016], [-0.1386, -0.1043, -0.0404], [0.1667, -0.0777, -0.1793], [0.0127, 0.0055, 0.0201]],
  "mulliken_charge": [2.85, 1.02, -0.08, -1.01, 0.31, 0.83, 0.41, 0.77, 0.01, 0.33, -1.55, -0.53, -0.07, -1.10, -0.92, -0.49, -0.67, 0.06, 0.33, 0.73, -0.51, -1.42, -0.42, -0.86, -0.20, 0.18, -0.63, -1.06, -1.83, -0.50, -0.81, -0.31, -1.37, -0.27, -1.12, -0.48, -1.05, -1.17, 0.12, 0.11, -1.55, -1.54, 1.24, 1.51, -0.20, 0.38, -1.16, 1.67, 1.31, -0.26, 0.81, -0.54, -1.02, 0.10, 0.65, -1.41, -1.01, -0.54, -0.19, -1.28, -0.54, -1.10, -0.33, -1.20, -1.37, 0.05, 0.42, 0.51, 0.74, 0.44, 0.40, -0.45, 0.43, -0.15, 0.55, 0.42, 0.41, -0.29, 0.68, 0.40, -0.16, -0.74, 0.77, 0.68, 0.44, 0.66, 0.33, 0.64, 0.40, 0.75, 0.27, 0.21, 0.34, 0.14, 0.40, 0.56, 0.72, 0.49, 0.40, 0.42, 0.75, 0.91, 0.41, 0.43, 0.53, 0.41, 0.84, 0.13, 0.44, 0.60, 0.43, 0.56, 0.44, -0.07, 0.48, 0.55, 0.46, 0.35]
}

No. 3
{
  "formula": "C26H21N7O2S2Yb",
  "method": "the ωB97M-V functional and the def2-TZVPD basis",
  "e_homo_ev": [-9.688, -9.690],
  "spin_multiplicity": 2,
  "lumo_ev": [-4.30, -4.29],
  "fmax_ha_per_bohr": 0.0428,
  "total_charge": 1,
  "symbols": ["Yb", "S", "S", "O", "O", "N", "N", "N", "N", "N", "N", "N", "C", "C", "C", "C", "C", "C", "C", "C", "C", "C", "C", "C", "C", "C", "C", "C", "C", "C", "C", "C", "C", "C", "C", "C", "C", "C", "H", "H", "H", "H", "H", "H", "H", "H", "H", "H", "H", "H", "H", "H", "H", "H", "H", "H", "H", "H", "H"],
  "positions_angstrom": [[0.49355, -1.21257, -0.76458], [-2.24135, -3.40607, 1.84917], [0.71093, -1.22801, 2.05854], [0.76848, -2.25491, 3.05117], [1.76465, -1.32406, 0.98319], [2.27699, 1.28671, -0.93294], [1.06553, 0.92310, -0.99268], [-0.65964, -1.21314, 1.21066], [-1.27648, 0.02796, -1.59044], [2.67362, -0.95514, -1.72473], [1.19988, 4.10682, 4.43032], [-0.74540, -3.13461, -0.18585], [2.03221, 1.08030, 2.54322], [-1.27072, 1.14563, -0.82060], [-4.35960, -1.86810, -3.72864], [-0.19284, 0.85584, 3.48982], [4.47012, 0.61508, -1.58935], [2.15223, 2.32256, 3.12781], [-2.37333, 1.80170, -0.22619], [-0.91489, 3.51482, 0.71266], [-0.07254, 2.09966, 4.05889], [0.86011, 0.34991, 2.72432], [-4.57017, -0.58400, -3.24744], [-2.19067, 2.94214, 0.51641], [0.03126, 1.69375, -0.52210], [-1.13300, -2.51347, 0.91497], [-2.14188, -1.79950, -2.82813], [-2.16695, -4.68830, 0.71608], [-2.36078, -0.53068, -2.27169], [-1.31963, -4.38218, -0.28855], [4.87599, -1.60074, -2.39347], [-3.58699, 0.08878, -2.53451], [5.34623, -0.33025, -2.08021], [0.18587, 2.88877, 0.19857], [3.53978, -1.86271, -2.19601], [3.13553, 0.27750, -1.42197], [-3.12242, -2.47113, -3.52968], [1.10219, 2.85383, 3.88766], [-2.73897, -5.59399, 0.84778], [-5.51263, -0.08591, -3.44116], [2.84034, 0.68168, 1.94471], [0.53673, 4.39289, 5.12779], [-0.81244, 4.42853, 1.28299], [-3.05389, 3.41490, 0.97129], [5.52869, -2.37190, -2.77659], [3.13719, -2.84261, -2.42071], [2.09768, 4.55450, 4.47112], [-5.13517, -2.37980, -4.28307], [3.06059, 2.89926, 2.98905], [-2.91929, -3.45035, -3.94525], [-0.89097, 2.50801, 4.64145], [1.18600, 3.27635, 0.34609], [6.39185, -0.08249, -2.22043], [-3.76710, 1.10548, -2.22061], [4.78246, 1.61850, -1.33470], [-1.15560, -2.24137, -2.74177], [-3.35951, 1.37809, -0.32424], [-1.10384, 0.28273, 3.62162], [-1.09797, -5.00784, -1.13907]],
  "atomic_forces_ev_per_a": [[-0.9749, -0.7918, -1.8074], [-0.0736, 0.0918, 0.1358], [-0.0918, -0.5198, 0.3154], [0.0725, 0.0422, -0.0728], [0.3508, -0.0148, 0.6658], [-0.1632, -0.0509, -0.0628], [0.2411, 1.3195, 0.2785], [-0.3067, -0.6949, 0.4455], [0.3477, 0.1222, 0.4008], [0.0541, 0.2019, 0.1116], [-0.0294, -0.0833, -0.1234], [0.2520, -0.0688, 0.1715], [-0.1048, -0.0008, 0.0230], [0.2044, -0.5559, -0.4819], [-0.0080, -0.0199, -0.0144], [0.0650, 0.0068, -0.0785], [-0.0264, 0.1713, 0.0841], [0.0391, 0.0380, -0.0284], [-0.1797, 0.2830, 0.2145], [0.3127, 0.0313, -0.0426], [-0.0162, 0.0688, 0.0321], [-0.0751, 0.3288, -0.0011], [0.0215, -0.0404, -0.0427], [-0.0655, -0.2632, -0.1728], [0.0994, -0.3529, -0.3434], [0.0153, 0.3629, 0.2726], [-0.1393, 0.1714, 0.0261], [-0.0205, -0.1310, 0.0328], [-0.0411, 0.0658, 0.0283], [-0.1206, 0.1761, -0.2039], [0.1591, 0.1242, -0.0037], [0.0151, -0.0567, 0.0302], [0.1625, -0.1205, -0.0693], [0.0030, 0.3527, 0.2361], [-0.2148, 0.0332, 0.0446], [0.2235, -0.1039, -0.2006], [-0.1128, 0.0664, -0.0459], [-0.0255, 0.1202, 0.1552], [0.0575, 0.0708, -0.0036], [0.0352, -0.0170, 0.0115], [-0.0245, -0.0283, 0.0241], [-0.0117, -0.0195, 0.0217], [0.0075, -0.0357, -0.0106], [0.0283, -0.0323, -0.0256], [-0.0099, 0.0288, 0.0063], [-0.0312, -0.0248, 0.0073], [0.0231, -0.0104, 0.0080], [0.0201, 0.0144, 0.0229], [-0.0590, -0.0377, 0.0196], [-0.0001, 0.0192, 0.0135], [0.0578, -0.0136, -0.0202], [-0.0463, -0.0177, 0.0364], [-0.0670, -0.0186, 0.0075], [-0.0248, -0.0328, -0.0418], [0.0114, -0.0359, -0.0107], [0.1003, -0.1694, 0.0036], [-0.0063, 0.0172, 0.0354], [0.0804, 0.0178, -0.0277], [0.0101, 0.0164, 0.0138]],
  "lowdin_spin": [1.00, 0.00, 0.00, 0.00, 0.00, 0.00, 0.00, 0.00, 0.00, 0.00, 0.00, 0.00, 0.00, 0.00, 0.00, 0.00, 0.00, 0.00, 0.00, 0.00, 0.00, 0.00, 0.00, 0.00, 0.00, 0.00, 0.00, 0.00, 0.00, 0.00, 0.00, 0.00, 0.00, 0.00, 0.00, 0.00, 0.00, 0.00, 0.00, 0.00, 0.00, 0.00, 0.00, 0.00, 0.00, 0.00, 0.00, 0.00, 0.00, 0.00, 0.00, 0.00, 0.00, 0.00, 0.00, 0.00, 0.00, 0.00, 0.00]
}